Record 1
83
Properties=species:S:1:pos:R:3:forces:R:3 method="wB97M-V/def2-TZVPD" homo_energy_ev=-13.5 e_tot_ha=-9697.4716 total_charge=+2 orbital_gap_ev=6.5160
Tl 0.575 -0.350 0.356 -0.4 0.3 0.1
C 0.037 2.027 -1.888 0.1 0.2 0.1
Si -0.999 0.608 -2.522 -0.3 -0.1 0.0
C -2.637 1.223 -3.166 -0.1 0.0 -0.1
C -0.086 -0.045 -4.002 0.1 -0.2 -0.1
C -1.432 -0.537 -1.039 1.3 0.0 0.6
Si -1.613 -2.475 -1.150 -0.1 0.3 -0.1
C -0.006 -3.423 -0.948 0.1 -0.1 0.0
C -2.748 -3.220 0.133 -0.1 0.0 0.1
C -2.369 -2.730 -2.829 -0.1 -0.1 -0.2
Si -2.697 0.249 0.149 -0.2 -0.2 -0.3
C -4.384 -0.182 -0.519 -0.1 -0.1 0.0
C -2.663 2.087 0.384 0.0 0.2 0.0
C -2.421 -0.589 1.823 0.1 0.0 0.0
C -3.417 -0.591 2.795 0.0 0.0 0.0
C -3.210 -1.263 3.989 -0.1 0.0 0.0
C -2.020 -1.951 4.172 0.0 -0.1 0.0
C -1.072 -1.906 3.168 -0.2 -0.1 -0.2
N -1.256 -1.225 2.029 0.3 0.0 0.4
H -0.020 2.862 -2.595 0.0 -0.1 0.0
H 1.087 1.717 -1.823 0.0 0.0 0.0
H -0.285 2.385 -0.909 0.0 0.0 0.0
H -2.433 1.931 -3.975 0.0 0.0 0.0
H -3.252 1.732 -2.426 0.0 0.0 -0.1
H -3.222 0.401 -3.588 0.0 0.1 0.0
H -0.373 0.598 -4.840 0.0 0.0 0.0
H -0.328 -1.066 -4.293 0.0 0.0 0.0
H 0.993 0.032 -3.882 0.0 0.0 0.0
H 0.871 -2.820 -0.706 0.0 -0.1 -0.1
H 0.237 -3.991 -1.849 0.0 0.0 0.1
H -0.146 -4.149 -0.144 0.0 0.0 0.0
H -2.190 -3.488 1.031 0.0 0.0 0.0
H -3.155 -4.145 -0.290 0.0 0.0 0.0
H -3.593 -2.611 0.444 0.0 -0.1 0.0
H -1.759 -2.334 -3.641 -0.1 -0.1 0.0
H -3.355 -2.260 -2.890 0.0 0.0 0.0
H -2.505 -3.802 -3.002 0.0 0.0 0.0
H -4.566 0.364 -1.445 0.0 0.0 0.1
H -5.144 0.138 0.201 0.0 0.0 0.0
H -4.536 -1.239 -0.724 0.0 0.0 0.0
H -2.640 2.635 -0.560 0.0 0.0 0.0
H -1.820 2.401 0.995 0.0 0.0 0.0
H -3.583 2.371 0.906 0.0 0.0 0.0
H -4.355 -0.078 2.616 0.0 0.0 0.0
H -3.972 -1.267 4.758 0.0 0.0 0.0
H -1.832 -2.518 5.074 0.0 0.0 0.0
H -0.138 -2.446 3.263 0.0 0.0 0.0
Se 3.648 0.235 -0.319 -0.3 -0.1 0.0
Se 4.323 -1.685 0.826 0.0 -0.1 0.1
C 3.344 -1.356 2.443 -0.1 0.0 -0.1
C 3.996 -1.663 3.629 0.0 0.0 0.0
C 3.361 -1.382 4.825 0.1 -0.1 0.0
C 2.114 -0.779 4.795 0.0 0.0 0.0
C 1.535 -0.522 3.570 0.2 0.0 -0.1
N 2.124 -0.824 2.400 -0.3 -0.1 0.0
C 3.403 -0.743 -1.959 0.0 -0.1 -0.2
C 4.443 -0.775 -2.874 0.0 0.1 0.0
C 4.292 -1.581 -3.995 0.0 0.0 0.0
C 3.129 -2.314 -4.135 0.0 0.0 0.0
C 2.152 -2.207 -3.156 0.0 0.0 0.1
N 2.273 -1.427 -2.080 0.1 0.0 0.0
H 4.984 -2.101 3.605 0.0 0.1 0.0
H 3.848 -1.603 5.766 0.0 0.0 0.0
H 1.597 -0.507 5.705 0.0 0.0 0.0
H 0.570 -0.046 3.514 0.0 0.0 0.0
H 5.342 -0.197 -2.710 0.0 0.0 0.0
H 5.080 -1.641 -4.735 0.0 0.0 0.0
H 2.969 -2.955 -4.991 0.0 0.0 0.0
H 1.229 -2.766 -3.237 0.0 0.0 0.0
C 2.584 3.837 -0.115 0.1 0.1 -0.1
As 1.292 3.901 1.295 0.0 0.1 0.0
C 2.141 4.781 2.766 0.0 0.0 0.1
C -0.115 5.063 0.718 -0.1 0.1 0.0
S 0.537 2.029 1.951 0.2 -0.2 0.0
H 3.101 4.796 -0.145 0.0 0.0 0.0
H 2.082 3.660 -1.063 0.0 0.0 0.0
H 3.296 3.045 0.090 0.1 0.0 0.0
H 2.397 5.799 2.475 0.0 0.0 0.0
H 3.039 4.233 3.041 0.0 0.0 0.0
H 1.451 4.795 3.607 0.0 0.0 0.0
H 0.282 6.072 0.608 0.0 0.0 0.0
H -0.895 5.055 1.476 0.0 0.0 0.0
H -0.517 4.715 -0.230 0.0 0.0 0.0

***

Record 2
88
Properties=species:S:1:pos:R:3:forces:R:3 method="wB97M-V/def2-TZVPD" homo_energy_ev="-7.1 / -7.6" multiplicity=2 e_tot_ha=-8231.2919 orbital_gap_ev="6.5519 / 7.0637" relative_energy_kcal_mol=3.56 s2=0.7581
Ir -1.104 -0.618 -0.445 0.1 -1.1 -0.5
O 2.360 0.834 -2.889 0.0 0.0 0.0
C 1.683 1.869 -3.451 0.0 0.0 0.0
C 2.413 2.852 -4.105 0.0 0.0 0.0
C 1.763 3.936 -4.672 0.0 0.0 0.0
C 0.384 4.055 -4.580 0.0 0.0 0.0
C -0.343 3.065 -3.934 0.0 0.0 0.0
C 0.286 1.957 -3.385 0.0 0.0 0.0
C -0.433 0.821 -2.701 0.1 0.0 0.1
O 0.127 0.609 -1.451 0.0 0.0 0.2
N -1.874 1.100 -2.540 -0.1 0.0 0.0
N -2.441 0.166 -1.711 -0.2 0.6 0.3
C -3.710 -0.049 -1.711 0.1 -0.1 0.0
C -4.317 -0.980 -0.777 -0.1 0.1 0.0
Br -3.088 -1.886 0.400 0.1 0.2 0.0
C -5.617 -1.247 -0.627 0.0 0.0 0.0
C -6.724 -0.751 -1.463 0.0 0.1 0.0
C -7.906 -0.356 -0.834 0.0 0.0 0.0
C -8.975 0.123 -1.573 0.0 0.0 0.0
C -8.888 0.196 -2.956 0.0 0.0 0.0
C -7.731 -0.226 -3.595 0.0 0.0 0.0
C -6.658 -0.700 -2.855 0.0 0.0 0.0
H 1.761 0.410 -2.239 0.0 0.0 0.0
H 3.490 2.753 -4.147 0.0 0.0 0.0
H 2.341 4.701 -5.176 0.0 0.0 0.0
H -0.122 4.912 -5.002 0.0 0.0 0.0
H -1.416 3.173 -3.843 0.0 0.0 0.0
H -0.330 -0.100 -3.307 0.0 0.0 0.0
H -2.376 1.197 -3.416 0.0 -0.1 0.0
H -4.353 0.504 -2.384 0.0 0.0 -0.1
H -5.905 -1.871 0.212 0.0 0.0 0.0
H -7.977 -0.412 0.245 0.0 0.0 0.0
H -9.878 0.438 -1.068 0.0 0.0 0.0
H -9.723 0.565 -3.535 0.0 0.0 0.0
H -7.667 -0.201 -4.675 0.0 0.0 0.0
H -5.780 -1.071 -3.368 0.1 0.0 0.0
O -0.736 2.236 3.293 -0.1 0.0 0.1
S -0.643 1.634 1.996 -0.2 0.0 0.1
O 0.047 2.428 0.985 0.0 -0.1 0.0
O -1.845 0.954 1.532 0.4 0.1 -0.2
O 0.450 0.394 2.230 0.0 0.0 -0.1
C 1.943 -4.884 0.894 0.0 0.0 0.0
Si 0.418 -4.458 -0.110 -0.1 0.0 0.1
C -1.097 -4.834 0.926 0.0 0.0 0.0
C 0.379 -5.505 -1.660 0.0 0.0 0.0
Se 0.654 -2.291 -0.768 0.2 0.3 0.2
H 1.974 -5.955 1.109 0.0 0.0 0.0
H 1.942 -4.347 1.845 0.0 0.0 0.0
H 2.855 -4.619 0.356 0.0 0.0 0.0
H -1.040 -5.872 1.266 0.0 0.0 0.0
H -2.019 -4.720 0.356 0.0 0.0 0.0
H -1.150 -4.197 1.810 0.0 0.0 0.0
H 0.503 -6.565 -1.421 0.0 0.0 0.0
H 1.179 -5.211 -2.341 0.0 0.0 0.0
H -0.569 -5.381 -2.187 0.0 0.0 0.0
C 3.560 -2.554 4.641 0.0 0.0 0.0
Si 2.325 -1.318 3.962 0.0 0.0 0.1
C 2.208 0.157 5.101 0.0 0.0 0.0
C 0.665 -2.143 3.719 0.0 0.0 0.0
C 3.101 -0.778 2.302 -0.1 -0.1 0.0
Te 2.048 0.643 1.173 -0.3 0.1 -0.1
C 2.819 2.299 2.222 0.1 -0.1 0.0
Si 3.998 3.259 1.095 0.0 0.0 -0.1
C 4.977 4.480 2.113 0.0 0.0 0.0
C 2.954 4.087 -0.207 0.0 0.0 0.0
C 5.199 2.048 0.295 0.0 0.0 0.0
H 3.241 -2.911 5.623 0.0 0.0 0.0
H 4.554 -2.117 4.752 0.0 0.0 0.0
H 3.646 -3.423 3.985 0.0 0.0 0.0
H 1.841 -0.165 6.079 0.0 0.0 0.0
H 1.511 0.905 4.718 0.0 0.0 0.0
H 3.182 0.627 5.260 0.0 0.0 0.0
H 0.623 -3.094 4.254 0.0 0.0 0.0
H 0.474 -2.327 2.660 0.0 0.0 0.0
H -0.135 -1.498 4.085 0.0 0.0 0.0
H 3.236 -1.648 1.654 0.0 0.0 0.0
H 4.080 -0.332 2.499 0.0 0.0 0.0
H 3.265 1.924 3.143 0.0 0.0 0.0
H 1.944 2.904 2.465 0.0 0.0 0.0
H 4.333 5.215 2.598 0.0 0.0 0.0
H 5.682 5.019 1.476 0.0 0.0 0.0
H 5.551 3.969 2.888 0.0 0.0 0.0
H 2.318 4.857 0.234 0.0 0.0 0.0
H 2.294 3.371 -0.706 0.0 0.0 0.0
H 3.577 4.555 -0.973 0.0 0.0 0.0
H 6.017 1.801 0.977 0.0 0.0 0.0
H 5.640 2.508 -0.592 0.0 0.0 0.0
H 4.756 1.107 -0.046 0.0 0.0 0.0

***

Record 3
80
Properties=species:S:1:pos:R:3:forces:R:3 method="wB97M-V/def2-TZVPD" homo_energy_ev="-3.0 / -2.9" e_tot_ha=-3419.8599 total_charge=-1 orbital_gap_ev="5.3666 / 5.2167" relative_energy_kcal_mol=61.19
La 0.387 1.073 2.756 1.9 -1.5 -1.1
P -0.036 0.332 -0.737 -0.1 0.1 -0.1
Cl 2.735 0.765 1.578 1.0 -0.1 -0.4
C -0.528 3.063 1.901 -4.8 -0.5 0.5
H -0.708 3.360 2.967 0.6 0.9 -1.0
H -1.492 2.522 1.503 1.2 1.2 0.5
C 1.171 -0.658 -1.821 -0.4 0.1 0.2
C -0.038 2.144 -1.282 -0.4 -0.9 0.3
C 2.625 -0.171 -1.765 0.2 -0.1 0.5
H 1.134 -1.630 -1.293 0.1 0.1 -0.2
C 3.578 -1.216 -2.358 -0.3 0.0 0.0
H 2.733 0.771 -2.323 0.0 -0.2 0.2
H 2.902 0.001 -0.720 0.0 0.2 -0.3
C 3.203 -1.549 -3.801 0.0 0.0 0.0
H 4.612 -0.854 -2.297 -0.1 -0.1 0.0
H 3.515 -2.122 -1.741 0.0 0.0 0.0
C 1.715 -1.888 -3.960 0.0 0.0 0.1
H 3.443 -0.684 -4.434 0.0 -0.1 0.0
H 3.806 -2.393 -4.152 0.0 0.1 -0.1
C 0.777 -0.884 -3.277 0.0 0.0 -0.2
H 1.457 -1.940 -5.025 0.1 -0.1 0.1
H 1.527 -2.884 -3.535 0.0 0.1 0.0
H 0.828 0.079 -3.810 -0.1 -0.3 0.1
H -0.250 -1.257 -3.354 0.3 0.1 -0.1
C -1.751 -0.248 -1.286 0.2 0.3 0.0
C 0.481 2.441 -2.690 0.1 0.5 -0.2
H -1.108 2.425 -1.234 0.3 0.1 0.0
C 0.393 3.950 -2.977 0.1 0.0 0.0
H 1.533 2.129 -2.751 -0.3 0.1 -0.1
H -0.078 1.885 -3.458 0.1 0.2 0.3
C 1.119 4.799 -1.925 0.1 -0.2 -0.2
H 0.822 4.152 -3.965 -0.1 0.0 0.0
H -0.667 4.238 -3.004 0.1 0.0 0.0
C 0.673 4.451 -0.519 -0.3 -0.2 0.4
H 2.196 4.604 -1.986 0.0 0.1 -0.2
H 0.948 5.864 -2.103 0.1 0.0 -0.1
C 0.720 2.953 -0.271 1.1 0.9 -1.7
H 1.292 4.942 0.241 -0.1 0.0 -0.2
H -0.355 4.800 -0.329 0.2 -0.1 -0.1
H 1.720 2.567 -0.054 -0.2 0.0 0.1
H 0.145 3.017 0.944 0.3 0.5 0.8
C -1.897 -1.783 -1.202 0.0 0.0 0.0
H -2.380 0.184 -0.486 0.0 -0.1 -0.1
C -3.323 -2.250 -1.532 0.0 0.1 0.1
H -1.190 -2.271 -1.891 -0.2 0.1 0.1
H -1.632 -2.131 -0.192 0.0 0.1 -0.2
C -3.846 -1.687 -2.856 0.1 0.0 0.0
H -3.350 -3.345 -1.557 0.0 0.1 0.0
H -3.992 -1.932 -0.721 0.1 0.0 -0.1
C -3.698 -0.164 -2.934 0.0 0.1 0.1
H -3.305 -2.151 -3.692 0.0 0.1 0.1
H -4.902 -1.955 -2.979 0.1 0.0 0.0
C -2.277 0.321 -2.615 0.0 -0.2 -0.3
H -3.981 0.190 -3.932 0.0 0.0 0.1
H -4.392 0.302 -2.221 0.0 -0.1 0.0
H -1.613 0.034 -3.443 -0.2 0.1 0.2
H -2.281 1.419 -2.591 0.0 -0.2 0.0
C -0.008 -1.846 2.697 1.7 -3.8 -4.5
C -0.154 -1.058 3.722 -2.2 5.6 5.3
H -0.035 -1.452 1.680 0.5 -0.3 -0.9
C -1.586 -1.088 4.189 -0.6 -1.6 1.2
H 0.582 -0.677 4.436 -0.5 -0.8 -0.1
C -1.684 -2.456 4.933 0.1 0.3 0.3
H -1.893 -0.260 4.852 0.1 -0.1 -0.1
H -2.297 -1.160 3.318 0.4 0.4 0.6
C -1.430 -3.559 3.878 0.0 0.2 0.3
H -0.844 -2.448 5.654 -0.5 -0.1 -0.1
H -2.633 -2.598 5.509 0.4 -0.2 -0.5
C -0.199 -3.283 2.921 -1.3 -1.6 0.1
H -1.262 -4.521 4.395 -0.3 0.2 -0.4
H -2.346 -3.598 3.260 0.3 -0.3 0.1
H 0.662 -3.813 3.364 0.1 0.6 0.1
H -0.420 -3.846 2.013 0.1 -0.1 -0.3
Cl 0.768 -0.473 6.995 0.2 -0.3 0.1
C 2.391 -0.271 6.276 0.1 0.1 -1.3
Cl 3.636 -0.535 7.471 0.0 0.2 0.4
Cl 2.725 -1.412 4.921 0.1 0.1 0.6
C 2.357 1.209 5.709 -0.6 0.8 -0.8
O 2.782 2.067 6.458 -0.1 -0.4 -0.7
O 1.768 1.348 4.542 1.4 -0.1 3.2

***

Record 4
78
Properties=species:S:1:pos:R:3:forces:R:3 method="wB97M-V/def2-TZVPD" homo_energy_ev="-2.3 / -2.3" multiplicity=6 e_tot_ha=-3285.0178 total_charge=-1 orbital_gap_ev="4.6959 / 4.6896" relative_energy_kcal_mol=134.18 s2=8.7757
Fe -1.495 -1.048 4.855 -1.3 1.8 -2.3
Cl -1.543 -0.490 6.980 -1.7 0.0 2.1
P 0.318 -0.113 -0.860 -0.2 -2.8 3.4
C 0.798 -1.399 0.456 -6.4 -0.5 -0.8
H 0.638 -2.395 -0.024 0.4 0.2 -0.2
H -0.145 -1.463 1.200 0.7 0.6 -1.6
C -1.239 0.655 -0.339 0.7 0.3 -0.3
C -0.068 -1.360 -2.117 0.0 0.7 -0.5
C -1.567 1.799 -1.298 -0.4 0.4 0.1
H -1.987 -0.168 -0.433 0.4 0.4 -0.1
C -3.035 2.146 -1.097 -0.5 -0.5 -0.4
H -0.946 2.681 -1.049 -0.3 -0.4 -0.1
H -1.353 1.555 -2.340 -0.2 0.0 0.0
C -3.376 2.464 0.363 0.6 0.4 0.1
H -3.300 2.971 -1.760 -0.2 0.1 0.1
H -3.628 1.269 -1.434 0.2 0.4 0.2
C -2.773 1.476 1.366 0.1 0.2 0.7
H -2.965 3.469 0.588 -0.2 -0.3 0.0
H -4.452 2.513 0.506 -0.2 0.1 -0.1
C -1.295 1.224 1.090 -0.2 -0.5 -0.2
H -2.874 1.843 2.406 0.0 -0.1 -0.5
H -3.302 0.516 1.334 0.0 0.1 0.0
H -0.733 2.164 1.152 -0.2 -0.2 0.0
H -0.872 0.567 1.865 -0.2 0.1 -0.3
C 1.679 1.048 -1.031 -0.3 -0.2 -0.5
C 1.237 -2.006 -2.597 -0.3 0.2 -0.8
H -0.658 -2.106 -1.548 0.3 0.4 0.0
C 0.854 -3.276 -3.363 0.0 -0.1 0.1
H 1.770 -1.296 -3.273 -0.3 -0.4 0.3
H 1.919 -2.226 -1.777 0.0 0.0 0.2
C -0.121 -2.993 -4.513 0.4 0.7 -0.3
H 1.764 -3.744 -3.751 -0.1 -0.1 0.0
H 0.389 -3.984 -2.657 0.2 0.2 -0.1
C -1.316 -2.107 -4.134 -0.4 -0.3 0.4
H 0.437 -2.490 -5.327 -0.1 -0.1 0.3
H -0.486 -3.928 -4.927 -0.1 -0.2 -0.1
C -0.968 -0.900 -3.260 0.9 0.2 -0.9
H -1.823 -1.758 -5.037 0.0 -0.1 0.0
H -2.050 -2.701 -3.558 0.3 0.2 -0.2
H -0.435 -0.118 -3.865 -0.4 -0.5 0.3
H -1.887 -0.455 -2.886 -0.1 0.0 0.1
C 1.640 2.152 0.040 -0.1 0.4 -0.4
H 2.580 0.431 -0.871 -0.2 0.1 -0.1
C 2.878 3.029 -0.130 0.1 -0.2 -0.1
H 0.731 2.762 -0.111 0.5 -0.1 0.1
H 1.609 1.756 1.059 -0.1 0.0 -0.3
C 3.034 3.587 -1.551 -0.3 0.0 0.0
H 2.808 3.848 0.586 0.2 0.1 0.0
H 3.759 2.427 0.137 -0.1 0.1 -0.1
C 2.851 2.537 -2.655 -0.2 0.2 -0.4
H 2.298 4.392 -1.703 0.1 -0.2 0.0
H 4.016 4.052 -1.649 0.0 0.1 -0.1
C 1.635 1.635 -2.447 0.3 0.3 0.2
H 2.715 3.043 -3.621 0.3 0.0 0.1
H 3.742 1.912 -2.741 0.1 0.0 0.1
H 0.708 2.221 -2.563 0.3 -0.1 0.0
H 1.609 0.836 -3.204 0.1 0.3 0.2
C -0.608 1.082 3.986 1.8 -0.7 0.7
C 1.920 -1.192 1.185 5.8 3.6 4.6
H 0.006 2.078 3.522 -1.5 -2.7 1.4
C 1.966 -1.853 2.686 -0.1 0.8 -1.8
H 2.178 -0.016 1.344 -0.7 -2.7 -0.3
C 0.691 -2.215 3.547 -0.7 0.8 2.6
H 2.465 -2.799 2.431 0.0 0.0 0.8
H 2.627 -1.211 3.338 -0.5 -0.8 -0.8
C 0.662 -1.312 5.086 -1.6 -1.1 0.7
H -0.414 -2.179 3.174 2.4 0.1 -0.1
H 0.852 -3.281 3.861 -0.4 0.9 0.0
C 0.350 0.296 5.059 3.9 2.8 -0.7
H -0.236 -1.626 5.869 2.7 -1.2 -1.2
H 1.563 -1.576 5.773 -1.4 0.7 -1.5
H 0.200 0.895 6.097 0.7 -2.2 -2.2
H 1.464 0.470 4.764 -1.6 0.8 0.2
N -2.739 -1.779 3.406 -0.2 -1.2 -2.5
C -2.643 -2.219 2.295 0.5 1.3 2.8
N -2.222 -2.724 1.204 -0.7 -0.4 -0.1
C -2.759 -2.650 0.017 -0.3 0.0 -2.3
N -3.049 -2.644 -1.130 0.3 0.1 2.2